Formula: C18H23FeO5Si
Source: the OMol25 dataset
Level of theory: ωB97M-V/def2-TZVPD

The geometry in XYZ format:
```
48
Properties=species:S:1:pos:R:3:forces:R:3
C -1.094522 -0.233372 -2.107268 0.1 -1.5 0.0
C -1.362051 0.794395 -1.087804 0.4 2.0 -2.4
C -0.423970 1.862139 -1.116661 1.5 0.7 0.2
O 0.839274 1.756132 -1.370101 -1.8 -0.4 0.4
Si 1.978813 3.071750 -1.311691 0.6 0.1 -0.2
C 3.499394 2.050125 -1.056926 0.3 0.1 0.0
C 1.891549 3.951498 -2.940753 0.0 0.0 -0.1
C 1.563587 4.177278 0.108424 0.1 0.3 0.2
O -0.910738 3.069392 -0.935223 -1.2 -0.5 0.0
C -2.414499 2.956942 -0.929291 0.6 0.5 0.0
C -2.692669 1.467802 -1.003478 -0.9 -0.5 0.4
H -1.883394 -0.994813 -2.053278 0.3 0.1 -0.3
H -1.054309 0.177188 -3.131694 -0.1 0.1 0.4
H -0.128644 -0.708921 -1.885053 -0.3 0.1 -0.3
H 4.338954 2.700803 -0.784898 0.0 -0.2 0.0
H 3.362273 1.312407 -0.255895 0.0 0.2 -0.1
H 3.773754 1.502499 -1.966953 -0.1 0.1 0.1
H 2.614470 4.777748 -2.900667 -0.1 -0.1 -0.1
H 2.162118 3.313019 -3.790227 0.0 0.1 0.2
H 0.905138 4.385213 -3.147047 0.2 0.0 0.1
H 2.506096 4.636182 0.436219 -0.2 0.0 0.0
H 0.884475 4.987107 -0.178986 0.1 -0.2 0.0
H 1.129520 3.653344 0.966618 0.1 0.0 -0.1
H -2.772661 3.452225 -0.020622 0.2 -0.1 -0.3
H -2.775870 3.471037 -1.826828 0.3 0.1 0.3
H -3.287944 1.209471 -1.891747 0.1 0.1 0.3
H -3.266069 1.149666 -0.119925 0.0 0.0 -0.3
O 0.444781 -6.993992 3.258983 0.8 2.9 -1.5
C 0.425553 -5.950205 2.724887 -0.1 -5.9 2.6
Fe -0.349112 -4.539697 2.115967 0.8 2.6 -2.9
C -1.857672 -5.214994 1.464980 -2.6 -1.6 0.3
O -2.925053 -5.633524 1.352264 1.5 0.7 -0.3
C -1.148078 -4.166152 3.612006 -2.9 0.5 3.2
O -1.885546 -4.106042 4.506057 1.7 0.0 -1.5
C -1.002224 -0.756236 0.697166 0.7 -0.5 2.9
C -0.107910 -0.470863 1.736024 -1.9 1.8 -1.8
C 0.581162 -1.357891 2.573467 1.7 -2.2 0.4
C 1.011363 -2.650009 2.250461 0.9 1.6 0.7
C 0.875690 -3.325477 0.979938 -0.2 0.2 -1.0
C -0.270832 -3.152788 0.144132 1.5 0.2 0.8
C -1.185462 -2.073570 0.209788 -1.7 -0.6 -1.1
H -1.783738 0.028304 0.544385 0.7 -1.2 0.3
H -0.064188 0.589906 2.005970 0.0 -0.3 0.1
H 0.938261 -0.959178 3.524460 -0.2 -0.2 -0.2
H 1.714009 -3.078966 2.990119 -0.4 0.1 -0.6
H 1.654309 -4.043491 0.644209 -0.6 0.5 0.4
H -0.300187 -3.805219 -0.738713 -0.4 0.1 0.5
H -2.147182 -2.288158 -0.294805 0.7 0.3 0.1
```
Forces are in eV/Å.

The value obtained for the HOMO energy (spin up / spin down) is -8.9 / -11.2 eV. The net charge is +1. As for the total energy: -2628.70697 a.u. Its expectation value of S² is 6.0791. As for the spin multiplicity: 5. For the lowest unoccupied orbital energy (spin up / spin down), the calculation gives -0.11515 / -0.20847 Eh.

***

Formula: C18H23N3O4
Source: the OMol25 dataset
Level of theory: ωB97M-V/def2-TZVPD

The geometry in XYZ format:
```
48
Properties=species:S:1:pos:R:3:forces:R:3
C 4.236841 -2.119704 -0.339212 -3.9 5.5 4.6
H 4.392921 -2.996340 -0.737401 1.0 -4.7 -2.3
H 5.027174 -1.446577 -0.241365 2.3 0.2 0.4
O 3.328812 -1.293293 -1.114863 -0.5 -0.1 1.4
C 3.902137 -0.931864 -2.324534 -10.6 -12.6 -1.6
C 2.856243 -0.480147 -3.268760 -1.6 2.5 0.1
O 2.800610 -0.752851 -4.422846 -0.4 0.0 0.0
O 1.994791 0.475937 -2.626534 1.6 -1.6 -0.4
C 0.882850 1.034859 -3.270163 -0.7 -4.6 -3.9
H 0.996344 2.044633 -3.215994 0.4 3.0 -0.8
H 0.674646 0.503626 -4.418975 0.9 2.0 3.1
C -0.379087 0.756940 -2.539338 10.8 -1.4 8.5
O -1.437463 0.760858 -2.748647 -15.5 0.9 -7.6
N -0.212011 0.473363 -1.133244 9.3 1.6 1.1
C -1.073821 0.376032 -0.098664 -4.8 -3.0 -2.4
C -2.360514 -0.129159 -0.189634 1.0 1.5 6.2
C -2.832758 -0.159114 1.299771 -4.8 -1.7 -9.0
N -1.827451 -0.027351 2.012742 -1.1 0.2 4.0
N -0.928883 0.323853 1.194337 11.9 1.0 1.8
C 0.426006 0.429262 1.846808 -3.6 7.0 2.4
C 1.697614 0.204140 1.377004 -2.2 -5.6 -4.5
C 2.864856 0.287409 1.965609 0.4 4.7 5.1
C 2.699835 1.134255 3.160742 3.8 -2.9 -2.5
C 1.552270 1.416998 3.699440 -6.1 6.2 3.1
C 0.276944 1.503328 2.900765 3.2 -6.1 1.7
H -0.687164 1.589021 3.468867 0.9 0.5 -1.1
H 1.554053 2.184442 4.835059 0.1 -2.6 -3.6
H 3.546180 1.477936 3.655549 1.7 0.1 1.0
H 3.853147 0.018324 1.708584 0.5 -0.5 -0.8
H 1.721892 -0.580653 0.593804 -0.3 0.7 -0.3
C -4.350903 -0.378334 1.502095 5.4 -5.0 4.6
C -4.303364 -0.291221 3.115017 -2.7 -11.1 -2.8
H -4.098585 0.531878 3.496018 2.0 7.8 3.0
H -3.573368 -1.124928 3.620975 -1.5 2.1 -1.6
H -5.289031 -0.643751 3.501720 0.3 0.5 -0.1
C -4.840831 -1.848416 0.914698 6.5 -0.5 6.2
H -5.742948 -1.853937 1.365450 -3.4 -1.0 0.6
H -4.042137 -2.830381 1.454984 -2.7 3.1 -1.7
H -4.670664 -1.831796 -0.069770 0.0 -0.2 -3.8
C -5.191464 0.544160 0.883737 -3.3 4.7 4.5
H -6.273726 0.318279 1.490265 2.4 0.9 -2.5
H -5.119422 0.414027 -0.150787 -0.6 0.6 -1.7
H -4.822503 1.610958 1.388526 -1.3 -2.1 -2.1
H -2.885109 -0.091251 -1.003157 -3.2 -0.1 -4.4
H 0.874280 0.662039 -0.895846 -3.4 -0.9 0.0
H 4.619330 -0.419135 -2.327108 10.8 7.6 0.3
H 4.100782 -2.071932 -2.822640 0.4 3.1 0.7
H 3.767217 -2.210503 0.787813 1.0 0.0 -3.0
```
Forces are in eV/Å.

The value obtained for the HOMO energy is -7.9 eV. The net charge is 0. As for the total energy: -1164.37011 a.u. For the lowest unoccupied orbital energy, the calculation gives 0.00871 Eh.